13
Properties=species:S:1:pos:R:3:lowdin_charge:R:1 method="wB97M-V/def2-TZVPD" fmax_ev_per_a=3.9 relative_energy_kj_mol=100.8 e_tot_ha=-211.6327 charge=+1 homo_lumo_gap_ev=8.85
C -0.19169 -0.12057 2.50629 0.18
N 0.29880 -0.05205 1.30095 0.03
C -0.44715 -0.14206 0.00978 -0.02
C 0.35084 0.20594 -1.09182 -0.08
C -0.03364 0.01354 -2.52074 -0.08
H 0.47833 0.21946 3.35112 0.15
H -1.23863 -0.32359 2.51958 0.11
H 1.05566 0.58933 1.37663 0.14
H -1.49830 -0.47015 -0.04464 0.14
H 1.37267 0.62661 -0.91605 0.13
H -0.07122 1.03146 -2.94516 0.10
H -0.98104 -0.42067 -2.84528 0.09
H 0.72074 -0.62919 -3.02392 0.11